Run A
{
  "formula": "C4H4N4",
  "method": "the ωB97M-V functional and the def2-TZVPD basis",
  "e_homo_ev": -9.621,
  "smiles": "C1=N\\C=N/C=N\\C=N/1",
  "spin_multiplicity": 1,
  "orbital_gap_ev": 10.2,
  "e_lumo_ev": 0.532,
  "species": ["N", "N", "N", "N", "C", "C", "C", "C", "H", "H", "H", "H"],
  "xyz": [[-0.425, 1.407, -0.509], [-1.446, -0.419, 0.517], [1.664, 0.377, 0.531], [0.358, -1.400, -0.581], [-1.484, 0.686, -0.352], [-0.642, -1.306, 0.485], [1.286, -0.646, -0.526], [0.681, 1.236, 0.436], [-0.662, -1.993, 1.322], [-2.417, 0.759, -1.101], [2.173, -0.554, -1.195], [0.811, 2.210, 1.009]]
}

Run B
{
  "formula": "C4H4N4",
  "method": "the ωB97M-V functional and the def2-TZVPD basis",
  "e_homo_ev": -10.123,
  "smiles": "C#CCn1ncnn1",
  "spin_multiplicity": 1,
  "orbital_gap_ev": 10.6,
  "e_lumo_ev": 0.460,
  "species": ["N", "N", "N", "N", "C", "C", "C", "C", "H", "H", "H", "H"],
  "xyz": [[-0.716, 0.818, 0.522], [-1.589, -1.112, -0.513], [-2.450, -0.096, -0.490], [-0.476, -0.428, 0.069], [-2.015, 1.050, 0.118], [2.581, 0.709, -0.450], [1.719, -0.194, -0.177], [0.788, -0.951, 0.455], [3.236, 1.419, -1.112], [0.712, -1.979, 0.083], [0.768, -1.156, 1.492], [-2.559, 1.920, 0.004]]
}

Name the least stable of them. run B.

Run A
{
  "formula": "C4H4N4",
  "method": "the ωB97M-V functional and the def2-TZVPD basis",
  "e_homo_ev": -9.390,
  "smiles": "[H]/N=c1\\ccncnn1",
  "spin_multiplicity": 1,
  "orbital_gap_ev": 9.1,
  "e_lumo_ev": -0.314,
  "species": ["N", "N", "N", "N", "C", "C", "C", "C", "H", "H", "H", "H"],
  "xyz": [[0.582, -1.224, -0.649], [2.110, -0.065, 0.760], [-1.667, 0.568, 0.495], [-0.592, -1.474, -0.475], [1.139, -0.025, -0.060], [0.513, 1.228, -0.482], [-1.384, -0.711, 0.516], [-0.816, 1.418, -0.255], [-1.268, 2.311, -0.756], [2.249, 0.908, 1.089], [-1.840, -1.360, 1.265], [1.116, 2.042, -0.829]]
}

Run B
{
  "formula": "C4H4N4",
  "method": "the ωB97M-V functional and the def2-TZVPD basis",
  "e_homo_ev": -9.498,
  "smiles": "[H]/N=c1\\cncncn1",
  "spin_multiplicity": 1,
  "orbital_gap_ev": 9.0,
  "e_lumo_ev": -0.503,
  "species": ["N", "N", "N", "N", "C", "C", "C", "C", "H", "H", "H", "H"],
  "xyz": [[-0.471, 1.249, -0.489], [1.693, 0.704, 0.440], [-2.333, 0.229, 0.573], [0.806, -1.363, -0.329], [1.670, -0.552, 0.386], [-1.197, 0.142, 0.021], [-0.473, -1.070, -0.450], [0.769, 1.495, -0.262], [-1.157, -1.663, -1.156], [1.153, 2.428, -0.663], [2.331, -1.010, 1.056], [-2.791, -0.588, 0.872]]
}

Name the least stable of them. run A.

Run A
{
  "formula": "H30O15",
  "method": "the ωB97M-V functional and the def2-TZVPD basis",
  "e_homo_ev": -9.667,
  "spin_multiplicity": 1,
  "orbital_gap_ev": 9.4,
  "e_lumo_ev": -0.307,
  "species": ["O", "O", "O", "O", "O", "O", "O", "O", "O", "O", "O", "O", "O", "O", "O", "H", "H", "H", "H", "H", "H", "H", "H", "H", "H", "H", "H", "H", "H", "H", "H", "H", "H", "H", "H", "H", "H", "H", "H", "H", "H", "H", "H", "H", "H"],
  "xyz": [[-0.768, -0.027, -0.483], [-2.824, -0.795, -1.322], [-1.486, -2.672, -0.364], [-1.340, 3.856, -1.222], [0.606, -0.202, 1.397], [1.619, -3.601, -0.012], [-3.278, 2.626, -1.334], [3.762, 3.531, 1.370], [-0.953, -1.271, -3.475], [-4.058, 1.786, 2.444], [-0.895, -3.750, 1.283], [-1.521, -1.035, 3.556], [1.991, 3.038, -0.286], [5.340, 0.202, 0.296], [3.656, -1.634, -1.354], [0.089, 0.398, -0.754], [-3.616, 1.976, -0.637], [3.061, -0.947, -1.818], [-0.741, -0.893, -0.847], [4.103, 2.939, 2.148], [-4.463, 0.956, 2.670], [4.399, 0.248, 0.376], [4.150, -2.096, -2.052], [-2.140, -0.683, 2.985], [-3.740, 1.712, 1.544], [-0.534, -3.872, 2.149], [2.485, -3.144, 0.267], [-0.115, -3.546, 0.742], [-3.816, 2.569, -2.102], [0.224, -0.298, 2.292], [2.862, 3.291, 1.237], [1.561, -3.255, -0.917], [-0.830, 4.051, -0.432], [-1.514, -2.589, -1.270], [5.736, 0.268, 1.176], [-2.054, -1.727, 3.986], [-1.620, 2.996, -1.237], [1.900, 3.996, 0.032], [2.582, 3.159, -1.037], [-2.351, -2.497, 0.060], [-0.924, -0.589, -4.221], [1.612, -0.306, 1.652], [-0.447, -0.879, -2.751], [-2.619, -1.331, -2.116], [-3.093, 0.037, -1.619]]
}

Run B
{
  "formula": "H30O15",
  "method": "the ωB97M-V functional and the def2-TZVPD basis",
  "e_homo_ev": -9.755,
  "spin_multiplicity": 1,
  "orbital_gap_ev": 9.3,
  "e_lumo_ev": -0.488,
  "species": ["O", "O", "O", "O", "O", "O", "O", "O", "O", "O", "O", "O", "O", "O", "O", "H", "H", "H", "H", "H", "H", "H", "H", "H", "H", "H", "H", "H", "H", "H", "H", "H", "H", "H", "H", "H", "H", "H", "H", "H", "H", "H", "H", "H", "H"],
  "xyz": [[2.924, 1.276, 0.856], [1.005, 2.874, -0.926], [0.917, -0.491, 1.917], [1.448, -2.178, -0.785], [3.646, -1.364, 1.628], [-0.120, 0.350, -0.301], [-0.492, 1.542, 3.132], [-1.027, -2.961, -0.528], [2.516, 0.429, -1.902], [-2.764, 0.528, -1.622], [0.544, -0.328, -3.637], [-1.170, 3.083, 1.040], [-1.987, -1.052, 1.178], [-3.695, 1.159, 1.124], [-1.772, -1.615, -2.763], [2.433, 0.690, -0.990], [-2.089, 1.146, -1.815], [-1.969, -1.880, 0.681], [0.857, -1.381, 2.337], [1.270, -1.253, -0.793], [-3.217, 0.930, -0.834], [0.818, 1.922, -0.824], [-0.235, -0.444, -3.126], [1.833, -2.296, -1.678], [4.074, -1.711, 0.888], [-1.661, -1.277, 2.043], [-2.124, -0.805, -2.371], [-3.241, 0.343, 0.914], [3.186, -0.228, -1.794], [-1.979, 3.003, 0.537], [-0.835, -3.947, -0.626], [1.497, 3.200, -0.175], [-1.232, -2.141, -2.104], [0.286, 0.043, 0.539], [-4.482, 0.864, 1.625], [0.428, 0.156, 2.459], [2.445, 1.210, 1.689], [-0.952, -0.125, -0.230], [-0.138, -2.576, -0.349], [-1.315, 1.120, 3.430], [3.610, 0.618, 0.978], [2.750, -1.248, 1.342], [1.328, -0.291, -3.017], [-0.447, 3.108, 0.437], [-0.875, 1.998, 2.415]]
}

Name the least stable of them. run A.

Run A
{
  "formula": "H30O15",
  "method": "the ωB97M-V functional and the def2-TZVPD basis",
  "e_homo_ev": -10.809,
  "spin_multiplicity": 1,
  "orbital_gap_ev": 10.4,
  "e_lumo_ev": -0.376,
  "species": ["O", "O", "O", "O", "O", "O", "O", "O", "O", "O", "O", "O", "O", "O", "O", "H", "H", "H", "H", "H", "H", "H", "H", "H", "H", "H", "H", "H", "H", "H", "H", "H", "H", "H", "H", "H", "H", "H", "H", "H", "H", "H", "H", "H", "H"],
  "xyz": [[-1.605, 2.674, -1.240], [3.343, 0.200, 0.100], [-3.489, 0.739, -0.937], [-1.716, 1.357, -4.335], [-1.481, 1.849, 1.763], [2.386, 3.425, 1.214], [0.482, 4.071, -0.138], [0.313, -1.035, 1.981], [-0.163, -5.349, -1.473], [0.227, -0.558, -0.602], [0.533, -2.076, -5.277], [-3.497, -0.772, 2.907], [-1.782, -2.301, 3.719], [3.245, -3.804, -2.420], [2.246, 1.438, 3.800], [1.939, 4.359, 1.085], [0.635, -2.605, -4.561], [1.709, 2.083, 3.373], [-1.576, 0.749, -5.054], [-0.190, 4.326, -0.713], [0.302, -5.588, -0.684], [1.098, -0.276, -0.398], [-0.047, -2.659, -5.818], [-1.672, 2.238, -0.331], [-1.378, 2.736, 1.625], [0.542, 4.876, 0.414], [-0.183, -0.426, 0.263], [3.352, 3.549, 1.210], [-1.172, 0.934, -3.649], [-2.542, 0.835, -1.019], [3.496, 0.462, 1.025], [-1.689, -1.867, 2.931], [-0.116, -1.907, 2.168], [-2.495, 2.678, -1.634], [2.636, -0.446, 0.201], [3.697, -3.271, -3.067], [-1.847, -3.294, 3.590], [-0.142, -4.471, -1.548], [2.611, 1.835, 4.648], [-0.707, 1.505, 2.239], [3.543, -3.338, -1.547], [-3.647, -0.097, -0.432], [-2.758, -0.274, 2.783], [-3.652, -1.321, 2.091], [1.211, -1.182, 1.744]]
}

Run B
{
  "formula": "H30O15",
  "method": "the ωB97M-V functional and the def2-TZVPD basis",
  "e_homo_ev": -8.847,
  "spin_multiplicity": 1,
  "orbital_gap_ev": 8.7,
  "e_lumo_ev": -0.140,
  "species": ["O", "O", "O", "O", "O", "O", "O", "O", "O", "O", "O", "O", "O", "O", "O", "H", "H", "H", "H", "H", "H", "H", "H", "H", "H", "H", "H", "H", "H", "H", "H", "H", "H", "H", "H", "H", "H", "H", "H", "H", "H", "H", "H", "H", "H"],
  "xyz": [[2.877, 1.963, -0.841], [-0.658, -1.063, 0.124], [-3.454, 2.914, -1.922], [-1.254, 0.324, 4.752], [0.089, 2.877, -3.433], [2.980, -2.423, -0.321], [-3.690, -2.923, 0.088], [1.144, -1.928, 2.181], [3.230, -0.473, 1.921], [-4.054, 0.369, 0.402], [-0.580, -1.748, -2.595], [1.957, 0.419, -3.063], [0.805, 0.812, 1.967], [0.968, -3.974, 2.479], [-1.219, 4.080, -1.724], [-4.601, 0.642, -0.318], [-0.236, -0.775, -0.653], [1.694, -1.846, 2.993], [1.418, 0.999, 1.323], [-3.989, 3.717, -1.919], [-1.521, -0.620, 0.114], [1.839, -3.872, 2.746], [-3.191, 2.862, -0.941], [-0.907, -0.814, -2.575], [-2.949, -2.981, -0.554], [1.322, 1.036, 2.777], [0.463, 2.437, -2.671], [-0.753, 0.299, 3.997], [-0.740, -2.190, -3.380], [-3.386, -2.484, 0.836], [3.816, -1.082, 1.419], [-4.653, 0.003, 1.091], [2.465, -0.542, 1.387], [0.324, -1.784, 2.542], [2.859, -3.340, -0.185], [-0.718, 1.001, 5.194], [-1.115, 3.460, -2.372], [0.971, -3.455, 1.648], [3.928, -2.336, -0.534], [3.773, 2.242, -0.640], [0.135, 2.302, -4.161], [2.352, 2.238, -0.066], [1.149, 1.012, -3.117], [2.735, 0.983, -3.043], [-1.625, 3.661, -0.953]]
}

Name the least stable of them. run B.